# 1
12
Properties=species:S:1:pos:R:3:forces:R:3 method="wB97M-V/def2-TZVPD" total_energy_ha=-343.5767 charge=0 smiles="CC(=O)C=O.O" e_homo_ev=-9.5 relative_energy_kj_mol=204.3 homo_lumo_gap_ha=0.3427
C -0.2261 -1.4559 -0.1641 0.04 1.30 -2.01
C -0.5663 -0.1299 0.5000 -0.48 -1.33 -1.25
O -0.8718 -0.0219 1.6443 -0.39 0.35 1.11
C -0.8714 0.9800 -0.5008 -0.35 -0.52 -2.71
O -1.0527 0.7019 -1.7070 0.42 1.54 3.56
H 0.6252 -1.9489 0.2152 0.74 -0.57 1.12
H 0.0487 -1.2777 -1.2610 -0.93 -0.40 1.44
H -1.1371 -2.0365 -0.0288 0.18 -0.35 -0.33
H -0.8919 1.9988 -0.0204 -0.32 -0.44 -0.72
O 1.4006 1.1114 0.6869 -0.04 -0.13 1.73
H 2.2070 0.6166 0.8099 0.42 -0.05 -0.33
H 1.3359 1.4621 -0.1743 0.70 0.60 -1.62

# 2
71
Properties=species:S:1:pos:R:3:forces:R:3 method="wB97M-V/def2-TZVPD" total_energy_ha=-3635.7016 charge=0 e_homo_ev=-7.8 relative_energy_kj_mol=0.0 homo_lumo_gap_ha=0.2561
Ta 0.1420 0.5437 0.3020 -0.32 -0.31 -0.71
N -0.1162 -1.5374 -0.7189 0.10 -0.13 0.28
C 1.1005 -2.3593 -0.5564 -0.30 0.08 -0.19
C 2.1234 -1.6856 0.3281 0.12 0.06 0.04
O 3.0459 -2.3196 0.7655 0.13 0.22 0.12
O 1.9277 -0.3842 0.5367 -0.28 -0.46 0.12
H -0.9012 -1.9903 -0.2585 0.05 0.00 -0.01
H -0.3382 -1.4163 -1.6990 0.00 0.06 -0.01
H 1.5761 -2.5185 -1.5241 -0.02 0.00 0.01
H 0.8625 -3.3311 -0.1294 -0.02 0.02 -0.04
O 2.9933 5.8785 0.7039 0.03 0.02 0.07
C 3.3385 5.1484 1.7612 0.10 -0.01 -0.03
O 4.1284 5.5399 2.5796 -0.05 0.00 0.00
C 2.7144 3.8046 1.8857 -0.05 0.18 -0.12
C 2.9334 2.9260 2.9269 -0.11 -0.22 0.09
N 2.2010 1.8277 2.6907 0.13 0.16 -0.12
N 1.5156 1.9421 1.5583 0.17 -0.17 0.20
C 1.8124 3.1278 1.0567 -0.04 -0.04 0.10
C 1.1291 3.4104 -0.2140 0.05 -0.23 -0.15
O 1.2323 4.4576 -0.8216 -0.03 0.09 -0.03
O 0.4549 2.3714 -0.6260 -0.04 0.34 0.05
H 2.3391 5.4275 0.1217 -0.03 -0.01 -0.04
H 3.5488 3.0328 3.8024 0.02 0.00 0.02
H 2.0232 0.9999 3.2524 -0.03 0.00 0.01
S -1.3290 1.8982 1.7983 -0.13 0.11 0.24
C -2.6969 2.4235 0.8402 0.04 -0.02 -0.12
C -3.5200 3.4554 1.2887 -0.03 0.00 -0.04
C -4.6162 3.8470 0.5389 0.02 -0.02 0.00
C -4.9049 3.2197 -0.6692 0.03 -0.03 0.00
C -4.0926 2.1947 -1.1245 -0.01 0.03 0.04
C -2.9898 1.8004 -0.3724 0.08 0.08 0.13
S -1.9774 0.4703 -0.8928 0.00 -0.20 -0.24
H -3.2907 3.9448 2.2259 0.00 0.01 0.01
H -5.2486 4.6487 0.8964 -0.01 0.01 0.00
H -5.7591 3.5306 -1.2552 -0.01 0.01 0.00
H -4.3041 1.6952 -2.0612 -0.01 0.00 -0.01
C 1.6241 -5.3802 2.4345 -0.07 0.03 -0.08
C 0.3333 -5.0528 1.7370 0.06 -0.05 0.07
C -0.0959 -5.7647 0.6285 0.01 -0.03 -0.02
C -1.2758 -5.4288 -0.0204 0.02 -0.01 0.00
Cl -1.7703 -6.3289 -1.4262 0.01 0.01 0.01
C -2.0580 -4.3886 0.4381 0.01 0.03 0.03
C -1.6444 -3.6627 1.5513 -0.04 -0.04 -0.03
C -0.4552 -3.9870 2.1897 -0.05 0.00 0.03
O 0.0381 -3.3391 3.2852 -0.01 -0.01 -0.04
C -0.5830 -2.1515 3.7494 0.02 -0.03 0.11
C -0.1343 -0.9574 2.9250 -0.06 0.04 -0.40
O -0.5123 -0.9775 1.6860 0.60 0.48 0.18
O 0.5511 -0.0664 3.4037 0.01 -0.15 0.30
H 2.0893 -6.2569 1.9877 0.00 -0.01 0.00
H 1.4580 -5.5697 3.4948 -0.01 0.00 0.01
H 2.3170 -4.5416 2.3573 0.03 0.03 0.01
H 0.5033 -6.5861 0.2576 0.00 -0.01 0.00
H -2.9811 -4.1373 -0.0656 -0.02 0.01 0.00
H -2.2468 -2.8310 1.8852 0.00 -0.02 -0.03
H -0.2356 -2.0117 4.7696 -0.02 -0.03 -0.02
H -1.6715 -2.2359 3.7434 -0.02 0.04 0.04
O 0.9806 0.2606 -1.9697 -0.02 0.14 0.07
S 1.5057 1.4202 -2.8324 0.05 0.07 0.15
C 1.9850 0.5639 -4.3631 -0.10 -0.03 -0.01
C 0.8858 0.7932 -5.4118 -0.04 -0.04 0.03
C -0.3922 1.1575 -4.6567 0.04 0.05 -0.07
C 0.0449 2.1517 -3.5934 -0.08 -0.10 0.02
H 2.0722 -0.4764 -4.0531 0.01 -0.02 -0.04
H 2.9647 0.9234 -4.6702 0.02 0.01 0.01
H 0.7623 -0.0886 -6.0394 0.01 0.00 0.00
H 1.1661 1.6214 -6.0646 0.03 0.00 0.00
H -0.8333 0.2821 -4.1774 0.01 -0.02 0.02
H -1.1457 1.5899 -5.3148 0.00 0.00 0.00
H -0.6656 2.3244 -2.7885 0.00 0.03 -0.01
H 0.3615 3.1085 -4.0137 0.02 0.02 -0.01